Arrangement one

This record from the Open Molecules 2025 dataset describes one molecule with the formula C2H4NP. The level of theory is the ωB97M-V functional and the def2-TZVPD basis.

ORCA input file:
```
! wB97M-V def2-TZVPD RIJCOSX def2/J DEFGRID3
* xyz 0 1
H -1.920 -1.537 -0.176
N -1.428 0.865 0.103
H 1.643 1.144 0.632
H 1.642 -0.368 -0.546
C -0.362 0.285 -0.120
P -1.654 -0.245 -1.278
C 1.046 0.232 0.222
H 1.035 -0.377 1.164
*
```

## Properties
HOMO in eV: -9.26
HOMO-LUMO gap in eV: 10.04
Structure (SMILES): CC1=[PH]=N1

---

Arrangement two

This record from the Open Molecules 2025 dataset describes one molecule with the formula C2H4NP. The level of theory is the ωB97M-V functional and the def2-TZVPD basis.

ORCA input file:
```
! wB97M-V def2-TZVPD RIJCOSX def2/J DEFGRID3
* xyz 0 1
P -2.283 0.293 0.435
H 1.442 -0.928 -1.191
C -0.633 0.689 0.126
H 2.376 -0.530 0.122
N 0.488 0.215 0.221
C 1.301 -0.528 -0.334
H -0.547 1.787 -0.243
H -2.144 -0.997 0.865
*
```

## Properties
HOMO in eV: -7.92
HOMO-LUMO gap in eV: 8.30
Structure (SMILES): [H]/P=C\N=C

---

Q: Which of them is the least stable? A: arrangement two.